*1*
Here is a 2-piece molecular cluster, C7H16OSi overall from the Open Molecules 2025 dataset. Energies are from ωB97M-V/def2-TZVPD.

```
! wB97M-V def2-TZVPD RIJCOSX def2/J DEFGRID3
* xyz 0 1
C 4.11217 -0.55680 1.54474
C 3.44664 -0.43947 0.07288
Si 1.96504 0.61130 -0.16969
O 0.82912 0.54505 1.21895
H 4.53807 -1.55631 1.54729
H 3.40693 -0.27000 2.35765
H 4.69400 0.26009 1.58524
H 4.24549 -0.37027 -0.73562
H 1.24422 1.24038 -1.31644
H 0.49763 -0.35013 1.53449
C -1.24881 -0.60989 -2.34473
C -1.02487 0.73296 -1.73067
C -1.65203 0.97550 -0.58880
C -2.39181 -0.14939 0.13636
C -2.86298 0.20548 1.57493
H -1.79173 -1.28293 -1.73789
H -1.76225 -0.65288 -3.34956
H -0.23929 -1.11402 -2.45508
H -0.67366 1.43619 -2.45602
H -1.63887 1.89131 -0.01007
H -1.73006 -0.98601 0.25728
H -3.19717 -0.54168 -0.51870
H -1.92788 0.60318 1.99310
H -3.20407 -0.58471 2.19561
H -3.63386 0.96307 1.39474
*
```

* gap between HOMO and LUMO: 0.297 Ha

*2*
Here is one molecule with the formula C7H16OSi from the Open Molecules 2025 dataset. Energies are from ωB97M-V/def2-TZVPD.

```
! wB97M-V def2-TZVPD RIJCOSX def2/J DEFGRID3
* xyz 0 1
C 3.02806 0.29356 -0.78488
C 2.23241 -0.50941 0.21032
O 2.56025 -1.62940 0.53502
Si 0.63017 0.26995 0.95792
C 0.57283 2.13869 0.60734
C -0.85375 -0.66050 0.15517
C -2.17439 -0.00548 0.56425
C -0.74282 -0.64066 -1.37243
C -0.85296 -2.11499 0.62949
H 2.38264 0.58180 -1.61184
H 3.37621 1.20354 -0.30058
H 3.87778 -0.27429 -1.15770
H 0.65571 0.01383 2.40476
H 0.55424 2.35969 -0.45631
H -0.31442 2.58172 1.04852
H 1.43300 2.64662 1.03333
H -2.27614 0.01678 1.64697
H -2.23392 1.01554 0.19435
H -3.01611 -0.56392 0.15560
H 0.16001 -1.15307 -1.69960
H -0.72221 0.37911 -1.75320
H -1.59789 -1.14773 -1.81913
H 0.09355 -2.59758 0.39830
H -1.00615 -2.16913 1.70490
H -1.65171 -2.67418 0.14277
*
```

* gap between HOMO and LUMO: 0.353 Ha

*3*
Here is C7H16OSi as an isolated structure from the Open Molecules 2025 dataset. Energies are from ωB97M-V/def2-TZVPD.

```
! wB97M-V def2-TZVPD RIJCOSX def2/J DEFGRID3
* xyz 0 1
C -2.11586 0.34141 0.36155
C -1.55603 -0.70634 -0.22762
C -3.51165 0.77686 0.21570
C 2.46618 -0.66198 2.19664
C 0.91434 1.74913 -1.68464
C 1.01802 -0.86874 1.61130
C 1.05453 0.24774 -1.80265
O 1.21293 -2.22481 -1.12360
Si 0.78366 -0.84685 -0.31298
H -1.58760 1.24065 0.75644
H -2.19391 -1.47965 -0.73021
H -3.75165 1.25727 -0.73238
H -3.82076 1.57049 0.91738
H -4.10054 -0.08758 0.27174
H 2.47530 -0.69633 3.29732
H 3.18397 -1.33927 1.78409
H 2.87643 0.41757 1.99486
H 1.58997 2.13113 -0.90822
H 1.06369 2.28160 -2.58694
H -0.00299 2.01753 -1.26469
H 0.36355 -0.18587 2.13860
H 0.78683 -1.93554 1.73404
H 2.01532 -0.00232 -2.34961
H 0.08144 0.00571 -2.30799
H 0.75483 -3.00181 -1.24815
*
```

* gap between HOMO and LUMO: 0.344 Ha

*4*
Here is one molecule with the formula C7H16OSi from the Open Molecules 2025 dataset. Energies are from ωB97M-V/def2-TZVPD.

```
! wB97M-V def2-TZVPD RIJCOSX def2/J DEFGRID3
* xyz 0 1
C 0.46877 -0.84054 1.12776
C 0.52911 0.00420 0.09891
O -0.52468 0.52978 -0.50871
Si -2.08453 0.31544 -0.31189
C -2.58826 -1.44571 -0.79148
C -2.90153 0.97495 1.23217
C 1.80211 0.42987 -0.55911
C 2.62470 -0.76417 -1.20292
C 2.68644 1.29930 0.49871
H -0.48866 -0.89542 1.60221
H 1.39486 -1.15623 1.59521
H -2.27543 1.41041 -1.39154
H -2.85174 -1.68433 -1.76884
H -1.65167 -1.98616 -0.45512
H -3.32469 -1.78551 -0.04754
H -3.37298 1.93365 1.07109
H -3.81814 0.35921 1.19713
H -2.31164 1.01021 2.13597
H 1.56689 1.12821 -1.33756
H 2.71439 -1.61420 -0.43968
H 3.57527 -0.31733 -1.51340
H 2.23087 -1.28833 -2.11017
H 3.17420 0.56474 1.19926
H 2.07954 2.03605 0.84130
H 3.34681 1.78192 -0.16174
*
```

* gap between HOMO and LUMO: 0.357 Ha

It is *2* that is most stable; the runner-up trails by 18.2 kcal/mol.

*1*
Here is a 2-piece molecular cluster, C3H6N overall from the Open Molecules 2025 dataset. Energies are from ωB97M-V/def2-TZVPD.

```
! wB97M-V def2-TZVPD RIJCOSX def2/J DEFGRID3
* xyz 1 1
C 0.62092 0.99517 -0.58970
C -0.18982 -0.65645 0.71104
C -1.11330 -1.25717 -0.05676
N 1.18855 1.96467 -0.26696
H 1.02492 -0.59669 0.57079
H 0.37523 0.43729 -1.49454
H -0.63178 -0.62670 1.69687
H -2.15522 -1.46924 0.16410
H -0.74910 -1.46810 -1.07542
H 1.62960 2.67721 0.34058
*
```

* gap between HOMO and LUMO: 0.349 Ha

*2*
Here is an isolated ion of composition C3H6N and charge +1 from the Open Molecules 2025 dataset. Energies are from ωB97M-V/def2-TZVPD.

```
! wB97M-V def2-TZVPD RIJCOSX def2/J DEFGRID3
* xyz 1 1
N 1.02173 0.01407 -0.18674
C -0.29628 -0.00828 0.52289
C -1.38691 0.67007 -0.08624
C -1.43485 -0.66481 -0.18203
H 0.87077 0.05182 -1.24483
H 1.57542 -0.75736 0.07611
H 1.32756 0.91231 0.02922
H -0.05020 -0.19162 1.70611
H -1.50521 1.63113 -0.64420
H -2.03806 -1.64321 -0.08921
*
```

* gap between HOMO and LUMO: 0.405 Ha

It is *2* that is most stable; the runner-up trails by 23.6 kcal/mol.

*1*
Here is C3H4O2 as an isolated structure from the Open Molecules 2025 dataset. Energies are from ωB97M-V/def2-TZVPD.

```
! wB97M-V def2-TZVPD RIJCOSX def2/J DEFGRID3
* xyz 0 1
O -1.46874 -1.31769 0.42028
C -0.56483 -0.60314 0.04082
C -0.45674 0.58949 -0.76864
O 0.70965 1.06096 -0.26577
C 0.77809 -0.04365 0.67432
H -1.19844 1.33315 -1.09382
H -0.06502 -0.80876 -1.34725
H 1.75302 -0.52896 0.66761
H 0.51300 0.31861 1.67244
*
```

* gap between HOMO and LUMO: 0.346 Ha

*2*
Here is a 2-piece molecular cluster, C3H4O2 overall from the Open Molecules 2025 dataset. Energies are from ωB97M-V/def2-TZVPD.

```
! wB97M-V def2-TZVPD RIJCOSX def2/J DEFGRID3
* xyz 0 1
C 1.74825 0.36145 -0.60926
C -0.22027 0.10275 0.78279
C -1.35841 -0.30735 -0.01931
O 0.14973 0.10982 1.88889
O 2.26521 0.66819 -1.69736
H 2.27407 0.13628 0.27721
H -0.96298 -0.97280 -0.86574
H -1.86310 0.62075 -0.46984
H -2.03250 -0.71909 0.71262
*
```

* gap between HOMO and LUMO (alpha / beta): 0.298 / 0.290 Ha

It is *2* that is most stable; the runner-up trails by 8.7 kcal/mol.

*1*
Here is a 2-piece molecular cluster, C3H4O2 overall from the Open Molecules 2025 dataset. Energies are from ωB97M-V/def2-TZVPD.

```
! wB97M-V def2-TZVPD RIJCOSX def2/J DEFGRID3
* xyz 0 1
C 2.27414 -0.32043 0.02388
C -1.50421 0.36635 -0.51806
C -0.65538 -0.35851 0.36818
O 3.14021 -1.11149 0.26541
O -1.15321 0.80077 0.81248
H 2.10974 0.74384 -0.04017
H -1.10236 0.97994 -1.33730
H -2.58879 0.09508 -0.66319
H -0.52014 -1.19555 1.08877
*
```

* gap between HOMO and LUMO (alpha / beta): 0.308 / 0.312 Ha

*2*
Here is one molecule with the formula C3H4O2 from the Open Molecules 2025 dataset. Energies are from ωB97M-V/def2-TZVPD.

```
! wB97M-V def2-TZVPD RIJCOSX def2/J DEFGRID3
* xyz 0 1
O 2.12570 -0.29785 -0.75606
C 1.00348 -0.51090 -0.42892
C 0.04433 0.80055 0.12620
C -0.97262 -0.19725 0.29225
O 0.23139 -1.54645 -0.36561
H -0.06420 1.51409 -0.69166
H 0.51452 1.20867 1.02174
H -1.73636 -0.33012 -0.46022
H -1.14625 -0.64073 1.26226
*
```

* gap between HOMO and LUMO (alpha / beta): 0.355 / 0.355 Ha

It is *2* that is most stable; the runner-up trails by 90.8 kcal/mol.

*1*
Here is a 2-piece molecular cluster, C3H6NP overall from the Open Molecules 2025 dataset. Energies are from ωB97M-V/def2-TZVPD.

```
! wB97M-V def2-TZVPD RIJCOSX def2/J DEFGRID3
* xyz 0 1
C -1.91967 -0.08022 -0.08732
C 0.27029 1.17657 -0.30211
C -0.54718 -0.09910 -0.16201
N -3.03645 -0.29015 -0.09523
P 0.41945 -1.61218 0.07624
H 0.59453 1.36058 -1.40868
H -0.13750 2.14076 -0.15199
H 1.13168 1.16167 0.24619
H -0.19119 -0.99200 2.22206
H 0.98903 -1.56178 -1.14132
H -0.54417 -2.52174 -0.48006
*
```

* gap between HOMO and LUMO (alpha / beta): 0.282 / 0.303 Ha

*2*
Here is a 2-piece molecular cluster, C3H6NP overall from the Open Molecules 2025 dataset. Energies are from ωB97M-V/def2-TZVPD.

```
! wB97M-V def2-TZVPD RIJCOSX def2/J DEFGRID3
* xyz 0 1
C 1.72430 0.07511 0.17323
C -1.24687 -1.14400 -0.40379
C 1.40836 1.42320 0.05998
N 1.73483 -1.07745 0.31739
P -1.47678 0.68872 -0.06905
H -1.86649 -1.41481 -1.28542
H -1.67453 -1.83616 0.37325
H -0.17411 -1.54164 -0.26883
H 1.22674 2.11478 0.81490
H 1.40011 1.99987 -0.90572
H -1.05557 0.71238 1.19404
*
```

* gap between HOMO and LUMO (alpha / beta): 0.303 / 0.263 Ha

It is *2* that is most stable; the runner-up trails by 40.2 kcal/mol.